(1)
Formula: C2H4OS
Source: the Open Molecules 2025 dataset
Level of theory: ωB97M-V/def2-TZVPD

The geometry in XYZ format:
```
8
Properties=species:S:1:pos:R:3:lowdin_charge:R:1
C 1.07 -0.67 -0.10 -0.34
C -0.36 -0.15 0.14 -0.44
O 2.06 -0.01 -0.05 0.04
S -0.33 1.77 0.01 0.64
H -0.95 -0.69 -0.53 0.05
H 1.00 -1.86 -0.04 0.15
H -0.83 -0.31 1.04 0.04
H -1.65 1.92 -0.47 -0.14
```

The value obtained for the energy above the lowest of the compared OMol25 structures with the same formula, charge and spin is 27.98 kcal/mol. The calculation puts the HOMO energy at -0.345 Ha. Its maximum force is 3.577 eV Å⁻¹. The calculation puts the calculated total energy at -551.9841 Ha. The calculation puts the frontier orbital gap at 10.1 eV. As for the SMILES: O=CCS. The calculation puts the LUMO energy at 0.7 eV.


(2)
Formula: C12H14Cl3CoGeO4SSe2
Source: the Open Molecules 2025 dataset
Level of theory: ωB97M-V/def2-TZVPD

The geometry in XYZ format:
```
38
Properties=species:S:1:pos:R:3:lowdin_charge:R:1
Co -0.69 -1.09 0.64 -0.19
O -1.56 1.12 -2.63 0.07
C -1.53 0.15 -1.91 -0.55
O -1.02 0.18 -0.69 -0.37
C -2.13 -1.16 -2.35 -0.14
C -3.17 -1.06 -3.28 -0.03
C -3.79 -2.18 -3.79 -0.10
C -3.35 -3.43 -3.39 -0.11
C -2.32 -3.55 -2.48 -0.14
C -1.68 -2.43 -1.94 -0.56
S -0.34 -2.72 -0.83 0.70
H -3.46 -0.06 -3.58 0.11
H -4.60 -2.07 -4.50 0.09
H -3.82 -4.33 -3.79 0.09
H -1.98 -4.53 -2.17 0.09
O 0.65 -2.49 5.86 -0.06
C -0.22 -1.42 5.52 -0.23
C -0.29 -1.23 4.00 -0.55
C -0.83 -2.56 3.45 -0.16
O -0.96 -2.58 2.03 -0.22
C 1.12 -0.87 3.52 -0.49
Se 1.50 -0.67 1.60 0.68
C -1.22 -0.03 3.82 -0.48
Se -2.00 0.34 2.08 0.81
H 0.82 -2.46 6.81 0.09
H 0.12 -0.48 5.96 0.13
H -1.23 -1.62 5.90 0.12
H -1.81 -2.75 3.90 0.14
H -0.16 -3.36 3.77 0.13
H -0.95 -3.47 1.64 0.07
H 1.83 -1.63 3.88 0.06
H 1.39 0.08 3.99 0.04
H -0.67 0.87 4.08 0.02
H -2.08 -0.10 4.49 0.07
Cl 1.51 1.95 -0.50 0.12
Ge -0.12 1.55 0.91 -0.41
Cl 0.67 2.65 2.70 0.08
Cl -1.45 3.20 0.23 0.08
```

The value obtained for the energy above the lowest of the compared OMol25 structures with the same formula, charge and spin is 3.58 kcal/mol. As for the net charge: -1. The calculation puts the HOMO energy (alpha / beta) at -0.178 / -0.175 Ha. As for the spin multiplicity: 2. Its maximum force is 1.777 eV Å⁻¹. The calculation puts the calculated total energy at -10808.1965 Ha. The calculation puts the frontier orbital gap (alpha / beta) at 6.9 / 6.8 eV. The calculation puts the LUMO energy (alpha / beta) at 2.0 / 2.0 eV.


(3)
Formula: C15H33N9O3SW
Source: the Open Molecules 2025 dataset
Level of theory: ωB97M-V/def2-TZVPD

The geometry in XYZ format:
```
62
Properties=species:S:1:pos:R:3:lowdin_charge:R:1
W -0.42 0.08 -0.13 1.45
N -1.12 -0.10 1.95 0.00
C -2.49 -0.75 1.99 -0.23
C -2.91 -1.34 3.34 -0.10
C -2.00 -2.28 4.14 -0.15
C -2.01 -3.77 3.76 -0.12
N -1.39 -4.06 2.47 0.11
C -0.09 -4.00 2.22 -0.43
N 0.33 -3.90 0.92 0.19
N 0.80 -3.91 3.20 0.24
C -2.57 -1.66 0.78 -0.48
O -3.15 -2.69 0.69 0.20
O -1.86 -1.13 -0.29 -0.24
H -0.48 -0.68 2.50 0.12
H -1.14 0.79 2.45 0.14
H -3.20 0.06 1.78 0.17
H -3.88 -1.82 3.17 0.15
H -3.13 -0.48 3.98 0.14
H -2.37 -2.25 5.17 0.14
H -0.97 -1.90 4.22 0.11
H -3.03 -4.13 3.71 0.15
H -1.53 -4.36 4.54 0.14
H -2.01 -4.25 1.69 0.15
H -0.33 -4.22 0.22 0.13
H 1.26 -4.26 0.73 0.13
H 0.53 -4.14 4.14 0.14
H 1.78 -3.98 3.00 0.14
C -3.09 4.72 -2.27 0.05
N -2.26 3.69 -1.63 -0.04
C -1.13 4.00 -0.76 0.04
C -0.67 2.62 -0.43 -0.43
O 0.24 2.13 0.29 -0.08
N -1.44 1.70 -1.04 0.03
C -2.40 2.39 -1.78 -0.32
N -3.30 1.78 -2.52 0.29
H -2.92 5.67 -1.76 0.12
H -4.15 4.47 -2.17 0.11
H -2.82 4.83 -3.32 0.12
H -1.43 4.55 0.14 0.18
H -0.35 4.58 -1.27 0.18
H -3.35 0.77 -2.56 0.15
H -3.98 2.30 -3.06 0.15
C 2.14 -0.21 -4.07 -0.02
N 2.87 0.61 -3.09 -0.16
C 3.61 1.74 -3.70 0.02
C 2.86 0.41 -1.79 -0.55
S 1.48 -0.64 -1.16 0.69
N 3.82 0.78 -0.97 -0.16
C 5.23 0.88 -1.40 0.03
C 3.63 0.93 0.48 -0.02
H 2.77 -0.31 -4.95 0.12
H 1.21 0.27 -4.35 0.11
H 1.95 -1.21 -3.68 0.07
H 2.97 2.17 -4.46 0.11
H 4.53 1.39 -4.17 0.12
H 3.84 2.49 -2.95 0.10
H 5.38 0.34 -2.33 0.11
H 5.84 0.41 -0.63 0.12
H 5.53 1.92 -1.51 0.12
H 2.60 1.17 0.72 0.05
H 4.25 1.76 0.81 0.12
H 3.96 0.03 1.00 0.11
```

The value obtained for the energy above the lowest of the compared OMol25 structures with the same formula, charge and spin is 30.41 kcal/mol. As for the net charge: +4. The calculation puts the HOMO energy (alpha / beta) at -0.744 / -0.750 Ha. As for the spin multiplicity: 3. Its maximum force is 0.690 eV Å⁻¹. The calculation puts the calculated total energy at -1773.8354 Ha. The calculation puts the frontier orbital gap (alpha / beta) at 7.4 / 7.4 eV. The calculation puts the LUMO energy (alpha / beta) at -12.9 / -13.0 eV.


(4)
Formula: C20H41BiN2OP3
Source: the Open Molecules 2025 dataset
Level of theory: ωB97M-V/def2-TZVPD

The geometry in XYZ format:
```
68
Properties=species:S:1:pos:R:3:lowdin_charge:R:1
Bi -0.49 -0.22 0.09 1.46
P -1.90 1.92 -0.86 0.66
P -2.15 -2.08 1.30 0.65
P 0.43 -0.60 -2.41 0.72
H 3.79 2.02 0.86 0.05
C 3.77 2.43 -0.15 -0.08
C 2.92 3.41 -0.47 -0.08
H 2.29 3.94 0.26 0.05
C -2.61 3.14 0.32 -0.25
C -3.44 1.46 -1.72 -0.25
C -1.17 3.10 -2.04 -0.25
C -1.38 -3.53 1.99 -0.26
C -3.27 -1.43 2.58 -0.25
C -3.25 -2.71 -0.06 -0.25
C 1.72 0.58 -2.90 -0.20
C -0.86 -0.54 -3.69 -0.24
C 1.23 -2.23 -2.68 -0.21
H 4.52 2.05 -0.85 0.07
H 2.86 3.81 -1.50 0.07
H -1.84 3.69 0.87 0.05
H -3.22 2.66 1.11 0.05
H -3.24 3.85 -0.25 0.08
H -4.05 0.76 -1.13 0.05
H -3.26 0.93 -2.66 0.04
H -4.04 2.36 -1.93 0.08
H -0.19 3.45 -1.71 0.04
H -1.83 3.96 -2.14 0.08
H -1.00 2.65 -3.02 0.04
H -2.10 -4.34 2.18 0.08
H -0.90 -3.26 2.94 0.06
H -0.60 -3.90 1.32 0.05
H -3.92 -2.22 3.00 0.08
H -3.91 -0.61 2.21 0.06
H -2.65 -1.02 3.40 0.04
H -4.00 -3.43 0.34 0.08
H -2.62 -3.23 -0.82 0.06
H -3.79 -1.87 -0.57 0.04
H 2.35 0.14 -3.68 0.08
H 2.36 0.85 -2.05 0.02
H 1.29 1.51 -3.27 0.05
H -0.47 -1.03 -4.59 0.08
H -1.14 0.50 -3.93 0.04
H -1.77 -1.05 -3.37 0.05
H 1.75 -2.22 -3.66 0.09
H 0.48 -3.04 -2.67 0.07
H 1.96 -2.46 -1.88 0.04
C 2.44 -1.27 0.88 -0.39
C 2.12 -2.40 1.64 -0.03
C 2.74 -3.63 1.28 -0.05
C 3.74 -3.63 0.32 -0.08
C 4.17 -2.46 -0.26 -0.07
C 3.57 -1.26 0.07 -0.04
O 1.59 -0.22 0.63 -0.48
H 0.61 0.52 1.68 -0.01
H 1.34 -2.29 2.39 0.09
H 2.36 -4.56 1.71 0.12
H 4.15 -4.61 0.06 0.12
H 4.99 -2.50 -0.99 0.13
H 3.90 -0.30 -0.32 0.09
N -0.72 2.55 3.85 0.15
C 0.58 3.01 3.48 0.03
C 0.99 2.21 2.49 -0.03
N 0.06 1.16 2.35 -0.01
C -0.99 1.49 3.10 -0.11
H -1.27 2.95 4.58 0.18
H 1.08 3.83 3.98 0.15
H 1.86 2.29 1.83 0.11
H -1.98 0.98 3.14 0.14
```

The value obtained for the energy above the lowest of the compared OMol25 structures with the same formula, charge and spin is 54.95 kcal/mol. As for the net charge: +3. The calculation puts the HOMO energy at -0.588 Ha. Its maximum force is 3.334 eV Å⁻¹. The calculation puts the calculated total energy at -2209.0162 Ha. The calculation puts the frontier orbital gap at 5.7 eV. The calculation puts the LUMO energy at -10.3 eV.


(5)
Formula: C5H7F3N2O
Source: the Open Molecules 2025 dataset
Level of theory: ωB97M-V/def2-TZVPD

The geometry in XYZ format:
```
18
Properties=species:S:1:pos:R:3:lowdin_charge:R:1
C 0.18 -1.46 -0.44 -0.02
C -0.88 -0.59 -0.85 -0.13
C 1.34 -0.96 0.15 -0.20
C -2.32 1.07 -0.18 -0.02
C 1.92 0.38 -0.29 -0.55
N -0.46 0.43 1.17 0.08
N -1.13 0.29 0.05 -0.33
O 2.12 -1.87 0.83 0.06
F 1.30 1.01 -1.19 0.22
F 2.08 1.27 0.80 0.06
F 3.24 0.19 -0.69 0.10
H 0.05 -2.49 -0.13 0.12
H -1.39 -0.56 -1.79 0.12
H -2.28 1.83 0.68 0.11
H -2.21 1.68 -1.13 0.11
H -3.23 0.46 -0.30 0.10
H -1.09 0.89 1.84 0.05
H 2.75 -1.55 1.48 0.12
```

The value obtained for the energy above the lowest of the compared OMol25 structures with the same formula, charge and spin is 68.61 kcal/mol. The calculation puts the HOMO energy (alpha / beta) at -0.289 / -0.289 Ha. Its maximum force is 4.949 eV Å⁻¹. The calculation puts the calculated total energy at -678.9344 Ha. The calculation puts the frontier orbital gap (alpha / beta) at 8.5 / 8.5 eV. The calculation puts the LUMO energy (alpha / beta) at 0.7 / 0.7 eV.